{"formula": "C52H85Br2FN3O24P", "method": "ωB97M-V/def2-TZVPD", "total_energy_ev": -260981.2694, "smiles": "C=CC(=O)OCCCCCCc1c([PH2]=N)c(CC(=O)F)c2c(c1[C@H](Br)[C@@H](C)Br)C(=O)N(CCCCNC(C)=O)C2=O.CCOC(=O)OC.CCOC(=O)OC.CCOC(=O)OC.CCOC(=O)OC.CCOC(=O)OC.CCOC(=O)OC", "species": ["Br", "Br", "P", "F", "O", "O", "O", "O", "O", "O", "O", "O", "O", "O", "O", "O", "O", "O", "O", "O", "O", "O", "O", "O", "O", "O", "O", "O", "N", "N", "N", "C", "C", "C", "C", "C", "C", "C", "C", "C", "C", "C", "C", "C", "C", "C", "C", "C", "C", "C", "C", "C", "C", "C", "C", "C", "C", "C", "C", "C", "C", "C", "C", "C", "C", "C", "C", "C", "C", "C", "C", "C", "C", "C", "C", "C", "C", "C", "C", "C", "C", "C", "C", "H", "H", "H", "H", "H", "H", "H", "H", "H", "H", "H", "H", "H", "H", "H", "H", "H", "H", "H", "H", "H", "H", "H", "H", "H", "H", "H", "H", "H", "H", "H", "H", "H", "H", "H", "H", "H", "H", "H", "H", "H", "H", "H", "H", "H", "H", "H", "H", "H", "H", "H", "H", "H", "H", "H", "H", "H", "H", "H", "H", "H", "H", "H", "H", "H", "H", "H", "H", "H", "H", "H", "H", "H", "H", "H", "H", "H", "H", "H", "H", "H", "H", "H", "H", "H"], "positions_angstrom": [[10.55192, -0.49208, -2.92164], [6.42764, -0.06825, -0.42310], [8.23271, -6.75917, -2.35290], [5.88092, -5.69137, -7.20455], [-6.97900, 4.33714, 6.92255], [-8.74565, 2.86793, 6.98903], [-5.66996, -0.46322, -0.13288], [0.57223, 7.55798, -0.17224], [3.86165, -3.53927, 5.54265], [-9.29937, 3.04180, -3.48444], [-0.28302, 8.86671, -1.85742], [6.76871, -7.82835, -6.23730], [-2.97888, -5.44564, -1.02138], [-10.43137, 3.55898, -5.41252], [-2.58482, 3.75663, 3.58840], [4.11158, -3.41717, -6.40523], [-0.07040, -1.47080, 1.66729], [-6.13654, 1.54082, -1.14901], [-0.52952, 4.38996, 3.14374], [-11.38730, 3.70427, -3.32706], [6.13140, 0.52160, -4.62564], [-4.08555, 0.76345, -1.25938], [-0.64478, 6.70144, -1.91912], [-2.57691, -5.20155, 1.22479], [-9.06544, 4.93073, 7.67144], [-1.78692, 5.67686, 4.56825], [-3.58534, -7.02603, 0.53383], [4.75881, -3.40737, 3.28365], [0.10541, -0.88103, -0.76321], [9.80671, -6.86421, -1.96171], [4.52510, -1.45137, -4.85495], [0.08999, -0.55001, 0.71287], [-2.98151, -8.55573, -1.26053], [5.81347, -0.77144, -4.44792], [7.92835, -2.08023, -2.76285], [-0.39487, 5.39806, -1.39760], [6.64537, -2.01992, -3.78150], [2.95717, -2.22261, -2.84668], [5.79387, -2.38764, 3.03944], [-4.65623, 5.03330, 3.52772], [-12.62705, 4.11944, -3.91512], [7.27967, -2.95483, 3.50801], [-8.53494, 6.21243, 8.00165], [8.62134, -0.66522, -2.28472], [5.91296, -3.40005, -4.35582], [9.25928, -4.37071, 0.23517], [-7.90469, 1.82104, 6.48704], [-8.19411, 2.64204, -4.29181], [1.30308, -2.15437, -2.60844], [-0.06137, 7.69883, -1.20598], [7.67719, -4.97404, -2.84722], [1.79415, 10.09044, -1.52257], [-3.85436, 3.94889, 4.22598], [7.98007, -3.61442, 0.93546], [8.42467, -2.81790, 2.31675], [-1.88773, -3.98958, 0.92577], [6.38839, -4.90465, -3.91107], [-8.14643, 4.07168, 7.16037], [1.44182, -1.66741, 4.98275], [-7.50441, 1.35395, -0.79226], [-3.28941, -1.44808, -1.89154], [5.62744, -6.22555, -4.52749], [3.27730, -1.15910, -4.05230], [-3.10115, -0.24257, -0.98722], [9.12559, 1.14501, -0.29030], [0.29955, 10.03209, -1.25935], [-13.35928, 2.94067, -4.53226], [-5.32702, 0.51720, -0.77403], [-3.04969, -5.84860, 0.12863], [8.43490, -0.31418, -0.69309], [8.43260, -3.59045, -2.28831], [3.80729, -2.94267, 4.33449], [9.68655, -3.69907, -1.22539], [2.68722, -1.75795, 4.11965], [-1.64790, 4.70118, 3.84810], [0.27010, 1.04208, 1.16358], [0.87363, -2.15918, -1.02604], [-4.10422, -7.86367, -0.50747], [-6.99042, 1.28708, 7.57585], [6.14622, -6.62999, -6.05936], [0.50459, 5.36663, 3.24356], [4.73513, -2.86009, -5.36384], [-10.37836, 3.45547, -4.19746], [-8.56621, 1.01975, 6.14516], [-6.28909, 2.05306, 7.92026], [-3.11964, -0.52415, 0.07309], [-7.93583, 0.54411, -1.38873], [-5.65552, 5.11735, 3.96419], [-3.72156, 4.16630, 5.29321], [9.94943, 0.89391, 0.51310], [1.39702, 4.96811, 2.75311], [3.42275, -0.09713, -3.52730], [7.19373, -4.08242, 3.86843], [7.35738, -7.22107, -1.26843], [0.85419, -3.13830, -3.11383], [-2.48674, -2.17518, -1.73923], [-4.73349, -8.61673, -0.02428], [-3.38423, -9.25730, -1.99658], [0.86269, -1.24300, -3.22172], [-4.75130, 4.81327, 2.45932], [3.47793, -1.98267, -1.82201], [-13.23468, 4.54075, -3.10899], [-4.74946, -7.28671, -1.18176], [-0.18284, 10.89922, -1.71973], [0.65904, 5.13846, -1.53768], [-7.33690, 2.16683, 5.61416], [0.45373, -0.08109, -1.35233], [3.18704, -3.34306, -3.09362], [7.20464, -4.43510, 1.26785], [-7.91214, 3.42848, -4.99918], [5.78963, -1.97603, 1.93075], [2.21869, 11.02214, -1.13805], [10.23352, -4.25879, 0.91557], [9.39032, -3.37319, 2.73400], [7.63483, -2.32847, 4.44873], [-8.43728, 1.71525, -4.82064], [7.41564, -2.86795, 0.23103], [9.03968, -5.51867, 0.17746], [5.70890, -7.12229, -3.77232], [-2.34874, -7.83440, -1.78636], [2.77743, -0.92047, 3.29290], [8.72263, -1.69706, 2.14564], [-12.45873, 4.92014, -4.64618], [-8.04430, 2.27720, -1.02009], [-7.61270, 1.14675, 0.27718], [0.20251, 6.28094, 2.72345], [-0.67248, 5.33162, -0.34077], [-0.94458, -4.21487, 0.41837], [-14.34132, 3.24669, -4.90386], [7.99766, -7.63738, -3.50494], [1.37170, 1.35327, 0.91698], [-2.33223, -9.10029, -0.56712], [-3.29846, -1.14216, -2.94286], [10.30904, -7.51686, -2.62983], [-7.34290, 2.45124, -3.63241], [-1.00468, 4.68468, -1.95886], [-2.12431, 0.20845, -1.18451], [8.37545, 1.88896, 0.21543], [-2.50413, -3.32025, 0.31717], [-7.86102, 6.12496, 8.85951], [-6.41207, 0.43340, 7.21130], [-4.39190, 2.99889, 4.15444], [-4.16521, 6.00783, 3.60772], [0.09429, -3.04851, -0.87135], [1.50448, -1.98111, 6.11039], [2.31675, 9.25489, -1.04722], [2.38549, -1.01383, -4.81923], [8.87654, -1.13249, 0.02451], [-4.24386, -1.94721, -1.69891], [-8.01791, 6.66186, 7.14780], [1.99825, 10.02213, -2.59616], [-13.49020, 2.14120, -3.79562], [10.13269, -2.62785, -0.94591], [-1.66137, -3.48555, 1.86943], [5.55417, -1.45316, 3.73856], [0.40946, -1.29001, 4.52534], [8.04467, 0.19339, -2.88093], [0.75211, 5.57972, 4.28840], [10.58592, -4.31378, -1.65672], [-0.48148, 1.74921, 0.56817], [4.49326, -5.95056, -4.64275], [1.78587, -2.34467, -0.31641], [9.59911, 1.70318, -1.21418], [0.05582, 1.08846, 2.31559], [-9.36799, 6.86348, 8.28082], [-12.79606, 2.51275, -5.36706], [-7.57346, 0.97591, 8.44887], [0.07506, 10.06853, -0.18596]], "atomic_forces_ev_per_a": [[-1.459, -0.360, 0.641], [1.294, -0.584, -0.115], [2.668, 0.088, -0.198], [0.900, -3.114, 4.041], [-1.551, -0.318, 0.195], [0.219, 1.092, 0.006], [0.492, 1.430, -0.813], [-0.910, 0.156, -1.291], [-0.380, 3.463, -7.860], [-0.920, 0.432, -0.370], [-0.124, -1.054, 0.473], [-4.581, 9.116, 0.731], [-0.147, -0.487, 1.453], [0.115, -0.069, 1.719], [1.037, 0.465, 0.157], [3.796, 3.506, 7.114], [1.033, 4.867, -5.775], [0.819, -0.664, 0.267], [-0.899, -0.041, 0.512], [0.989, -0.051, -0.448], [-2.213, -8.453, 1.484], [-1.048, 0.171, 0.462], [0.349, 0.884, 0.522], [-0.607, -0.733, -0.931], [0.621, -0.812, -0.520], [0.270, -1.441, -0.972], [0.248, 1.001, -0.109], [-1.860, 2.363, 1.969], [1.727, 0.567, 3.458], [-1.359, -0.650, -1.178], [1.034, 0.304, -0.507], [-0.705, -2.196, 2.676], [0.313, 0.116, -0.065], [0.956, 2.888, -0.113], [-1.925, -2.895, -1.724], [0.020, -0.501, 0.158], [1.330, -3.163, 0.569], [-1.537, -0.159, 0.132], [0.910, 1.543, 0.851], [0.105, 0.271, -0.155], [-0.569, 0.071, -0.405], [0.194, 0.285, -0.062], [0.142, 0.539, 0.135], [-2.178, 0.151, -0.385], [2.551, -0.013, 1.656], [0.219, 0.373, -0.062], [0.507, -0.449, -0.101], [0.530, -0.164, -0.268], [0.386, -1.049, -0.412], [0.348, 0.082, 0.159], [-2.060, 3.359, -1.499], [0.212, -0.268, -0.034], [-0.668, 0.297, 0.326], [0.013, 0.011, 0.943], [0.103, -1.022, 0.658], [0.238, 0.539, 0.141], [1.690, 3.944, 0.661], [0.361, -0.058, 0.114], [3.522, -0.497, -1.935], [-0.615, 0.046, 0.154], [-0.245, -0.099, -0.087], [-0.357, 1.434, -0.349], [-0.442, 1.108, 0.362], [0.350, -0.567, 0.023], [0.289, -0.131, 0.350], [0.427, 0.472, 0.316], [0.145, -0.276, -0.149], [-0.061, -0.526, 0.060], [0.213, 0.055, -0.202], [1.403, 0.982, -0.343], [-1.965, 0.302, -1.580], [0.451, -1.929, 6.075], [-0.019, 0.057, 0.655], [-2.881, 0.155, 1.526], [-0.322, 0.492, 0.199], [-0.458, -0.870, -0.480], [-1.002, -1.282, -1.259], [-0.091, -0.323, -0.553], [0.142, 0.178, 0.254], [3.205, -6.017, -1.079], [0.471, 0.429, 0.013], [-1.247, -1.643, -2.402], [-0.203, -0.113, -0.488], [-0.160, 0.343, 0.117], [-0.073, -0.086, -0.183], [-0.171, 0.066, -0.187], [0.057, 0.028, 0.230], [0.123, -0.081, -0.011], [0.111, 0.064, -0.285], [-1.458, 0.678, -1.770], [-0.341, -0.146, 0.008], [-0.163, -2.264, -1.333], [0.038, 2.402, -0.971], [0.290, 0.679, -1.045], [0.891, 2.290, 1.053], [-0.054, 0.118, -0.029], [0.151, 0.287, 0.222], [0.004, 0.059, 0.121], [0.772, -1.742, 1.540], [-0.071, -0.112, 0.146], [-0.717, -0.208, -2.204], [0.374, -0.105, 0.083], [0.267, 0.035, 0.157], [-0.136, -0.366, -0.091], [-0.120, 0.065, 0.183], [-0.096, 0.111, 0.264], [-0.374, -1.060, 1.127], [-0.135, 2.234, 0.199], [1.441, 1.627, -0.698], [-0.196, -0.200, 0.063], [-0.086, -1.241, 2.146], [-0.098, -0.077, -0.064], [-2.178, -0.237, -1.440], [-1.983, 1.290, -0.842], [-0.733, -1.318, -1.964], [0.018, 0.233, -0.066], [1.133, -1.541, 1.105], [0.532, 2.218, -0.217], [0.069, 1.637, -2.060], [-0.216, -0.043, 0.026], [-0.225, -2.579, 1.154], [-0.693, -2.058, 0.227], [0.139, -0.268, 0.096], [0.339, -0.091, -0.088], [0.091, -0.119, -0.248], [0.059, -0.078, 0.201], [0.175, 0.089, -0.159], [-0.226, 0.048, 0.039], [0.105, 0.000, 0.092], [-0.596, 0.983, 0.906], [-2.089, -0.543, 0.507], [-0.208, -0.035, -0.046], [0.154, 0.018, 0.124], [-0.930, 1.129, 1.017], [-0.327, 0.095, 0.106], [0.020, 0.381, -0.057], [-0.402, 0.181, -0.020], [1.286, -1.691, -1.039], [0.126, -0.214, 0.009], [0.025, 0.040, -0.241], [-0.117, 0.073, 0.012], [0.370, 0.007, -0.121], [-0.056, -0.168, 0.131], [1.920, 1.960, -0.234], [-0.343, -0.105, -2.629], [-0.145, 0.157, 0.050], [1.754, -0.687, 1.755], [-1.372, 1.501, -1.566], [0.182, 0.055, 0.108], [0.018, -0.197, 0.200], [-0.102, 0.156, 0.111], [-0.085, 0.199, -0.001], [-1.286, -2.212, -0.987], [-0.106, -0.333, -0.155], [0.523, -1.859, -1.571], [2.787, -0.221, 1.092], [1.339, -1.986, 1.257], [-0.194, 0.023, -0.195], [-2.029, 1.017, 0.552], [1.646, -1.606, 1.296], [2.173, -0.432, 0.181], [-1.701, 0.569, -1.290], [-0.922, -1.372, 1.856], [0.464, -0.029, -2.411], [-0.009, -0.379, -0.093], [-0.070, 0.198, 0.073], [0.004, -0.081, -0.203], [0.070, -0.211, -0.220]], "mulliken_charge": [-0.0537, -0.1319, 0.2018, -0.2145, -0.5519, -0.3494, -0.5578, -0.5544, -0.5519, -0.2390, -0.3618, -0.4819, -0.5760, -0.5563, -0.2493, -0.5497, -0.4527, -0.3446, -0.2118, -0.3491, -0.5766, -0.3965, -0.3317, -0.3870, -0.3319, -0.5718, -0.3810, -0.3164, 0.0566, -0.6566, 0.1579, 0.3704, -1.0744, -0.0316, 1.1732, -0.5082, -0.7763, 0.4113, 0.0971, -1.0882, -0.1554, -0.7825, -0.5988, -0.9206, 0.2401, -0.7648, -0.0634, -0.6406, -0.9618, 0.7436, 0.3182, -1.0809, -0.1117, 0.1460, -0.4735, -0.2624, -0.1507, 0.7643, -0.6091, -0.7100, -1.1566, -0.7261, -0.8095, 0.3028, -0.9306, -0.1604, -1.0908, 0.6678, 0.6831, 0.8490, 0.0875, 0.4952, -0.5965, -0.0276, 0.6215, -0.9879, 0.2646, -0.1593, -1.1127, 0.5686, -0.6809, 0.0085, 0.6862, 0.2878, 0.2977, 0.2897, 0.3201, 0.3224, 0.3065, 0.2893, 0.2107, 0.2758, 0.2918, 0.1403, 0.2266, 0.1875, 0.2957, 0.3503, 0.3748, 0.2950, 0.1420, 0.2850, 0.2907, 0.2923, 0.2945, 0.2029, 0.2925, 0.0462, 0.4068, 0.3304, -0.0993, 0.3562, 0.4123, 0.3242, 0.3052, 0.3242, -0.1365, 0.2131, 0.4282, 0.2999, 0.2527, 0.1565, 0.3029, 0.2102, 0.3713, 0.3081, 0.1893, 0.2308, 0.3513, 0.1303, 0.3022, 0.2917, 0.4182, 0.2352, 0.1537, 0.2351, 0.0618, 0.2798, 0.1109, 0.2827, 0.3646, 0.2202, 0.3163, -0.4340, 0.2479, 0.3036, 0.2794, -0.4642, 0.3546, 0.2786, 0.2917, 0.2885, 0.1771, 0.2706, 0.3577, 0.2188, 0.5568, 0.3048, 0.4326, 0.2688, 0.3607, 0.2425, 0.3012, 0.2488, 0.2212, 0.3123, 0.3145, 0.2922]}